[1]
{
  "formula": "C5H8N2O",
  "method": "the ωB97M-V functional and the def2-TZVPD basis",
  "e_above_lowest_kcal_mol": 63.8,
  "lumo_energy_ha": 0.0302,
  "orbital_gap_ha": 0.3406,
  "elements": ["C", "C", "C", "C", "C", "N", "N", "O", "H", "H", "H", "H", "H", "H", "H", "H"],
  "coordinates": [[-1.63, -1.59, 0.06], [-0.32, -1.80, -0.09], [1.79, -0.51, 0.02], [-1.80, -0.08, 0.29], [2.20, 0.89, 0.12], [-0.48, 0.52, -0.09], [0.43, -0.57, -0.06], [2.54, -1.47, 0.07], [-2.41, -2.25, -0.29], [0.13, -2.83, -0.12], [-2.79, 0.29, -0.21], [-1.92, 0.32, 1.37], [1.46, 1.66, 0.41], [2.63, 1.48, -0.78], [3.10, 0.90, 0.89], [-0.54, 0.85, -1.07]]
}

***

[2]
{
  "formula": "C25H55LiN4O17",
  "method": "the ωB97M-V functional and the def2-TZVPD basis",
  "lumo_energy_ha": -0.0351,
  "orbital_gap_ha": 0.2202,
  "elements": ["Li", "N", "O", "O", "O", "C", "N", "O", "O", "H", "H", "H", "C", "N", "O", "O", "H", "H", "H", "C", "N", "O", "O", "H", "H", "H", "C", "O", "C", "C", "O", "C", "H", "H", "H", "H", "H", "H", "H", "H", "H", "H", "C", "O", "C", "C", "O", "C", "H", "H", "H", "H", "H", "H", "H", "H", "H", "H", "C", "O", "C", "C", "O", "C", "H", "H", "H", "H", "H", "H", "H", "H", "H", "H", "C", "O", "C", "C", "O", "C", "H", "H", "H", "H", "H", "H", "H", "H", "H", "H", "C", "C", "C", "C", "C", "C", "H", "H", "H", "H", "H", "H"],
  "coordinates": [[-3.37, -1.27, 3.27], [0.47, -0.93, 1.06], [1.56, -1.15, 0.57], [-0.13, 0.04, 0.75], [-0.06, -1.67, 1.81], [1.67, -6.03, -1.87], [1.71, -7.54, -1.84], [2.82, -8.08, -1.76], [0.58, -8.10, -1.63], [2.16, -5.66, -0.98], [0.62, -5.75, -1.90], [2.12, -5.63, -2.78], [-1.69, 1.03, -4.62], [-1.63, -0.39, -4.98], [-1.59, -0.70, -6.15], [-1.43, -1.07, -3.97], [-1.02, 1.13, -3.77], [-2.68, 1.27, -4.24], [-1.32, 1.63, -5.45], [4.99, -4.95, 3.04], [5.71, -6.24, 3.22], [6.65, -6.45, 2.47], [5.40, -6.85, 4.20], [5.21, -4.44, 2.10], [5.41, -4.30, 3.82], [3.93, -5.20, 3.08], [-2.05, -0.86, 6.98], [-3.32, -1.08, 6.39], [-4.35, -1.34, 7.41], [-5.64, -1.62, 6.64], [-5.39, -2.53, 5.51], [-5.36, -3.91, 5.91], [-1.48, -0.49, 6.13], [-1.58, -1.79, 7.28], [-2.03, -0.13, 7.78], [-4.57, -0.46, 8.01], [-4.08, -2.21, 8.01], [-5.84, -0.64, 6.20], [-6.42, -1.90, 7.35], [-6.29, -4.18, 6.42], [-4.51, -3.99, 6.59], [-5.16, -4.54, 5.05], [6.76, 3.88, 1.81], [5.68, 4.51, 2.48], [4.36, 4.19, 1.99], [4.08, 4.37, 0.46], [4.31, 5.66, -0.05], [3.51, 6.77, 0.55], [7.68, 3.91, 2.39], [7.05, 4.22, 0.81], [6.44, 2.85, 1.70], [3.57, 4.78, 2.45], [4.32, 3.11, 2.15], [3.03, 4.18, 0.25], [4.63, 3.63, -0.11], [3.85, 6.81, 1.58], [2.46, 6.50, 0.60], [3.73, 7.72, 0.07], [-5.47, 2.03, 2.32], [-5.37, 0.70, 1.91], [-5.72, 0.57, 0.51], [-6.25, -0.85, 0.32], [-5.23, -1.83, 0.77], [-5.46, -3.15, 0.28], [-4.59, 2.56, 1.95], [-5.40, 2.12, 3.40], [-6.41, 2.49, 1.99], [-4.84, 0.80, -0.09], [-6.54, 1.22, 0.22], [-6.69, -0.94, -0.67], [-7.19, -0.97, 0.87], [-4.73, -3.79, 0.78], [-5.42, -3.17, -0.81], [-6.46, -3.37, 0.65], [4.27, -4.14, -7.73], [4.75, -3.80, -6.46], [4.46, -2.49, -5.96], [5.15, -2.09, -4.67], [6.58, -2.13, -4.90], [7.44, -2.22, -3.74], [3.19, -4.27, -7.65], [4.73, -5.10, -7.96], [4.56, -3.48, -8.54], [3.39, -2.42, -5.77], [4.81, -1.77, -6.70], [5.00, -2.83, -3.89], [4.81, -1.11, -4.33], [7.24, -1.31, -3.17], [8.51, -2.26, -3.92], [7.11, -3.06, -3.14], [-2.76, 6.64, -2.08], [-1.91, 7.05, -3.12], [-2.29, 8.09, -3.96], [-3.45, 8.70, -3.87], [-4.39, 8.22, -2.95], [-3.99, 7.26, -2.04], [-2.51, 5.85, -1.38], [-0.96, 6.55, -3.24], [-1.63, 8.37, -4.76], [-3.71, 9.48, -4.57], [-5.35, 8.69, -2.81], [-4.76, 7.04, -1.31]]
}

***

[3]
{
  "formula": "C7H13NO2",
  "method": "the ωB97M-V functional and the def2-TZVPD basis",
  "e_above_lowest_kcal_mol": 115.8,
  "lumo_energy_ha": 0.0243,
  "orbital_gap_ha": 0.3064,
  "elements": ["C", "C", "C", "C", "C", "C", "C", "N", "O", "O", "H", "H", "H", "H", "H", "H", "H", "H", "H", "H", "H", "H", "H"],
  "coordinates": [[0.94, 0.36, 1.87], [-0.01, -0.38, -0.50], [-0.06, -0.06, 1.11], [0.69, 0.31, -1.91], [0.32, 1.80, -2.14], [1.16, -0.62, -2.75], [-2.26, -1.46, 1.35], [-1.46, -0.18, 1.41], [0.78, 0.34, 3.23], [2.16, 0.88, 1.59], [0.19, -1.45, -0.66], [-1.04, -0.39, -0.88], [0.76, 2.40, -3.00], [0.69, 2.26, -1.17], [-0.75, 1.98, -2.28], [1.45, -0.39, -3.71], [1.21, -1.59, -2.39], [2.77, 0.41, 1.11], [-2.00, -2.29, 2.00], [-3.33, -1.13, 1.36], [-1.93, -1.96, 0.39], [1.44, 0.96, 3.67], [-1.72, 0.21, 2.31]]
}

***

[4]
{
  "formula": "C4H3O4Pb",
  "method": "the ωB97M-V functional and the def2-TZVPD basis",
  "total_charge": 3,
  "lumo_energy_ha": -0.5334,
  "orbital_gap_ha": 0.3879,
  "elements": ["O", "C", "Pb", "C", "C", "O", "C", "O", "O", "H", "H", "H"],
  "coordinates": [[-1.75, 2.08, 0.34], [-1.10, 2.64, 1.09], [-3.02, 0.88, -0.99], [-3.16, -2.94, 1.37], [-2.60, -1.92, 0.44], [-3.15, -0.83, 0.34], [-3.84, -1.42, 3.15], [-3.24, -2.39, 2.73], [-4.17, -0.46, 3.65], [-2.51, -3.82, 1.44], [-4.18, -3.21, 1.08], [-1.66, -2.17, -0.07]]
}

***

[5]
{
  "formula": "CH2N4O",
  "method": "the ωB97M-V functional and the def2-TZVPD basis",
  "e_above_lowest_kcal_mol": 179.1,
  "lumo_energy_ha": [-0.1536, -0.1536],
  "orbital_gap_ha": [0.2513, 0.2513],
  "elements": ["C", "N", "N", "N", "N", "O", "H", "H"],
  "coordinates": [[-0.05, 0.13, -0.39], [0.03, -0.85, -1.24], [0.35, -0.26, -2.37], [0.41, 1.00, -2.27], [-0.53, -0.70, 2.32], [0.10, 1.31, -0.99], [0.34, -0.89, 2.61], [-0.65, 0.27, 2.34]]
}

***

[6]
{
  "formula": "C4H9N3",
  "method": "the ωB97M-V functional and the def2-TZVPD basis",
  "e_above_lowest_kcal_mol": 32.6,
  "total_charge": 2,
  "lumo_energy_ha": -0.3711,
  "orbital_gap_ha": 0.3366,
  "elements": ["C", "C", "C", "C", "N", "N", "N", "H", "H", "H", "H", "H", "H", "H", "H", "H"],
  "coordinates": [[-0.92, 0.34, 1.48], [0.42, -1.23, 0.42], [-0.32, 0.70, -0.79], [0.54, 1.55, -1.59], [-0.36, -0.87, 1.46], [-0.82, 1.11, 0.42], [0.83, -2.40, 0.14], [-1.41, 0.70, 2.38], [-0.80, -0.15, -1.25], [1.15, 0.97, -2.28], [1.15, 2.24, -1.01], [-0.08, 2.16, -2.26], [-0.37, -1.41, 2.34], [-1.01, 2.12, 0.54], [1.50, -2.56, -0.61], [0.52, -3.26, 0.62]]
}

***

no.,calculated total energy (hartree)
1,-379.9864
2,-2490.4542
3,-479.6120
4,-646.6843
5,-333.2623
6,-321.3484